C39H57IrN7O2 | wB97M-V/def2-TZVPD

Last column: Löwdin charge in e.
CARTESIAN COORDINATES (ANGSTROEM)
Ir 0.703 0.181 0.117  1.42
C 1.126 -0.637 2.036  -0.17
C 0.975 -1.852 1.267  -0.15
C 2.037 -1.809 0.286  -0.13
C 2.730 -0.559 0.461  -0.11
C 2.268 0.098 1.652  -0.28
C 2.972 1.027 2.622  -0.53
C 3.971 1.989 1.978  -0.03
C 1.972 1.820 3.467  -0.02
C 3.765 0.061 3.528  -0.01
C 2.614 -2.866 -0.663  -0.49
C 3.685 -2.246 -1.581  -0.05
C 3.392 -3.849 0.247  -0.02
C 1.600 -3.674 -1.509  -0.03
C 0.212 -2.996 1.958  -0.50
C 1.189 -3.519 3.038  -0.01
C -0.223 -4.174 1.090  -0.03
C -1.010 -2.473 2.728  -0.03
H 0.551 -0.393 2.913  0.12
H 3.597 -0.270 -0.109  0.11
H 3.479 2.848 1.524  0.07
H 4.603 1.494 1.236  0.09
H 4.633 2.381 2.750  0.10
H 1.268 2.372 2.838  0.08
H 2.512 2.545 4.077  0.10
H 1.407 1.186 4.150  0.09
H 4.552 -0.449 2.970  0.10
H 3.116 -0.691 3.979  0.09
H 4.234 0.630 4.331  0.10
H 4.566 -1.937 -1.016  0.09
H 3.333 -1.386 -2.154  0.07
H 4.012 -3.004 -2.291  0.11
H 4.033 -3.325 0.960  0.10
H 4.030 -4.464 -0.388  0.11
H 2.730 -4.518 0.788  0.07
H 0.569 -3.431 -1.280  0.05
H 1.722 -4.741 -1.325  0.10
H 1.759 -3.520 -2.575  0.09
H 2.118 -3.897 2.621  0.07
H 0.708 -4.331 3.585  0.11
H 1.432 -2.735 3.758  0.09
H 0.623 -4.692 0.649  0.07
H -0.906 -3.892 0.292  0.06
H -0.737 -4.895 1.726  0.10
H -0.740 -1.811 3.550  0.09
H -1.525 -3.324 3.176  0.11
H -1.732 -1.957 2.098  0.04
O -2.975 6.802 0.759  0.13
N -3.240 5.652 0.511  -0.33
O -4.348 5.193 0.331  0.11
C -2.094 4.716 0.374  -0.04
C -0.926 5.266 -0.009  0.10
C 0.224 4.441 -0.226  -0.10
C 1.466 4.943 -0.651  0.06
C 2.510 4.070 -0.829  0.01
C 2.312 2.709 -0.583  -0.12
N 1.148 2.217 -0.189  -0.02
C 0.109 3.069 -0.014  -0.15
C -1.131 2.498 0.404  -0.15
N -1.141 1.146 0.559  -0.02
C -2.263 0.572 0.957  -0.08
C -3.425 1.300 1.221  0.02
C -3.436 2.658 1.048  0.06
C -2.258 3.301 0.608  -0.04
H -0.864 6.336 -0.157  0.15
H 1.587 6.003 -0.833  0.14
H 3.484 4.410 -1.151  0.13
H 3.116 2.002 -0.728  0.12
H -2.246 -0.498 1.064  0.07
H -4.308 0.774 1.556  0.13
H -4.331 3.228 1.235  0.12
C 1.048 1.173 -2.919  -0.17
N 0.199 0.249 -2.073  -0.16
C 0.366 -1.121 -2.665  -0.19
N 0.030 -1.187 -4.062  -0.06
C 0.893 -0.267 -4.802  -0.13
N 0.716 1.105 -4.317  -0.07
C -0.688 1.488 -4.493  -0.14
N -1.570 0.588 -3.748  -0.07
C -1.239 0.645 -2.349  -0.16
C -1.366 -0.779 -4.238  -0.13
H 2.093 0.889 -2.770  0.13
H 0.888 2.194 -2.582  0.11
H -0.273 -1.788 -2.097  0.09
H 1.402 -1.404 -2.523  0.08
H 0.646 -0.307 -5.861  0.14
H 1.936 -0.564 -4.676  0.14
H -0.940 1.446 -5.551  0.14
H -0.832 2.511 -4.141  0.13
H -1.879 -0.033 -1.785  0.11
H -1.382 1.666 -1.992  0.12
H -1.626 -0.825 -5.295  0.14
H -2.016 -1.462 -3.689  0.12
C -4.967 -3.187 0.184  -0.07
C -4.242 -2.583 -1.018  -0.49
C -4.418 -3.440 -2.274  -0.07
C -2.802 -2.358 -0.719  0.05
H -6.031 -3.300 -0.017  0.09
H -4.859 -2.561 1.073  0.07
H -4.562 -4.175 0.417  0.09
H -4.706 -1.605 -1.230  0.14
H -3.964 -4.423 -2.136  0.09
H -3.957 -2.972 -3.146  0.07
H -5.476 -3.584 -2.495  0.09
H -2.082 -2.316 -1.525  0.03
H -2.422 -2.365 0.289  0.02

Cartesian forces (eV/Å) of the 3 atoms listed first:
Ir 1.346 0.244 -0.122
C -0.096 0.038 0.387
C -0.038 0.151 -0.034

Computed properties:
**<S²>**: 0.754
**Gap between HOMO and LUMO (spin up / spin down)**: 6.48 / 7.59 eV
**2S+1**: 2
**HOMO level (spin up / spin down)**: -0.4761 / -0.5170 hartree
**Total charge**: +2
**DFT total energy**: -2157.77344 hartree
**Energy relative to the best compared isomer or geometry (same formula, charge and spin)**: 28.83 kcal/mol

C39H57N3O2PS3Ti | wB97M-V/def2-TZVPD

Last column: Löwdin charge in e.
CARTESIAN COORDINATES (ANGSTROEM)
Ti 0.550 -0.236 0.352  0.34
C 2.611 0.454 -0.842  -0.17
C 2.044 0.556 -2.164  -0.16
C 1.676 1.918 -2.344  -0.14
C 2.088 2.614 -1.179  -0.06
C 2.694 1.756 -0.272  -0.25
C 3.633 2.229 0.828  -0.55
C 3.960 1.140 1.845  -0.08
C 3.079 3.446 1.573  -0.05
C 4.949 2.644 0.140  -0.06
C 1.060 2.769 -3.471  -0.52
C 2.181 3.595 -4.129  -0.06
C 0.299 2.045 -4.584  -0.06
C 0.037 3.754 -2.874  -0.06
C 2.256 -0.574 -3.187  -0.52
C 3.004 -1.757 -2.549  -0.09
C 3.186 -0.048 -4.297  -0.06
C 0.986 -1.179 -3.806  -0.08
H 3.177 -0.398 -0.486  0.09
H 1.961 3.676 -1.018  0.09
H 3.074 0.823 2.392  0.00
H 4.687 1.517 2.572  0.08
H 4.389 0.257 1.366  0.08
H 2.213 3.173 2.173  0.06
H 2.767 4.230 0.881  0.07
H 3.844 3.864 2.237  0.08
H 5.345 1.814 -0.449  0.08
H 5.701 2.939 0.882  0.07
H 4.776 3.483 -0.538  0.08
H 2.918 2.942 -4.604  0.07
H 2.703 4.191 -3.379  0.08
H 1.771 4.269 -4.892  0.07
H 0.923 1.370 -5.164  0.06
H -0.101 2.795 -5.276  0.08
H -0.547 1.490 -4.179  0.06
H -0.393 4.373 -3.670  0.08
H 0.486 4.420 -2.138  0.06
H -0.773 3.208 -2.388  0.07
H 4.001 -1.464 -2.215  0.08
H 3.119 -2.548 -3.298  0.08
H 2.450 -2.168 -1.705  0.04
H 4.107 0.339 -3.852  0.09
H 2.737 0.758 -4.873  0.04
H 3.447 -0.858 -4.989  0.07
H 0.406 -1.681 -3.031  -0.01
H 1.267 -1.921 -4.563  0.07
H 0.350 -0.443 -4.285  0.04
C -1.503 -2.658 5.832  -0.10
C -0.254 -2.050 5.224  -0.38
O 0.455 -3.022 4.467  -0.42
P 0.355 -2.886 2.792  0.50
S 1.611 -1.293 2.407  0.23
S -0.123 -2.097 -0.558  0.15
O 1.404 -4.145 2.511  -0.42
C 0.791 -5.405 2.285  -0.36
C 0.372 -5.573 0.836  -0.11
H -2.007 -1.930 6.474  0.07
H -1.254 -3.541 6.426  0.06
H -2.200 -2.944 5.042  0.05
H 0.427 -1.678 5.995  0.11
H -0.532 -1.199 4.596  0.03
H -0.068 -5.540 2.953  0.10
H 1.534 -6.161 2.558  0.10
H -0.365 -4.815 0.569  0.01
H -0.052 -6.569 0.671  0.06
H 1.229 -5.430 0.177  0.07
C -3.131 -3.670 -1.065  -0.04
C -3.572 -3.299 0.312  -0.28
C -4.610 -3.896 0.977  -0.01
C -4.895 -3.435 2.277  -0.34
N -4.270 -2.431 2.842  0.09
C -3.272 -1.796 2.156  -0.82
S -2.489 -0.444 2.722  0.66
N -2.916 -2.304 0.925  0.09
C -5.962 -4.112 3.090  -0.05
H -3.700 -4.526 -1.425  0.07
H -2.061 -3.881 -1.077  0.02
H -3.273 -2.821 -1.736  0.09
H -5.167 -4.704 0.525  0.10
H -2.052 -1.926 0.470  -0.01
H -6.899 -4.169 2.531  0.07
H -6.120 -3.560 4.013  0.07
H -5.660 -5.134 3.330  0.08
C -4.121 1.188 -2.323  -0.14
C -2.897 0.635 -2.689  -0.11
C -1.792 0.741 -1.866  -0.08
C -1.863 1.392 -0.621  -0.31
C -3.106 1.944 -0.263  -0.05
C -4.206 1.843 -1.100  -0.12
N -0.752 1.421 0.205  -0.06
C -0.645 2.449 1.137  -0.31
C -0.869 3.798 0.811  -0.04
C -0.717 4.797 1.755  -0.11
C -0.342 4.496 3.062  -0.13
C -0.116 3.170 3.399  -0.11
C -0.265 2.163 2.456  -0.08
H -4.985 1.108 -2.972  0.08
H -2.794 0.121 -3.639  0.10
H -0.842 0.317 -2.167  0.06
H -3.211 2.425 0.701  0.11
H -5.151 2.268 -0.779  0.09
H -1.153 4.046 -0.204  0.10
H -0.888 5.829 1.466  0.09
H -0.226 5.283 3.798  0.08
H 0.178 2.906 4.408  0.10
H -0.108 1.129 2.745  0.04

Cartesian forces (eV/Å) of the 3 atoms listed first:
Ti 0.392 0.496 -0.282
C 0.024 0.028 0.002
C 0.029 0.011 0.022

Computed properties:
**<S²>**: 0.757
**Gap between HOMO and LUMO (spin up / spin down)**: 5.36 / 5.88 eV
**2S+1**: 2
**HOMO level (spin up / spin down)**: -0.0419 / -0.0608 hartree
**Total charge**: -2
**DFT total energy**: -4220.62334 hartree
**Energy relative to the best compared isomer or geometry (same formula, charge and spin)**: 0.00 kcal/mol

Which of these has the highest total charge?
C39H57IrN7O2

Which value of <S²> does entry 2 give?
0.757